Entry 1:
This record from OMol25 describes a molecular structure, C16H67BaO18. The level of theory is the ωB97M-V functional and the def2-TZVPD basis.

Last column: Mulliken charge in e.
Cartesian coordinates (Å):
H: 12.7155 8.4722 7.1482  0.260
O: 12.3980 9.2290 6.6318  -0.532
C: 11.8846 5.5591 12.9595  -0.656
H: 11.7113 4.4904 9.6827  0.343
H: 15.4070 7.9614 11.1526  0.233
H: 8.3376 9.9951 14.4915  0.339
H: 9.6165 13.1457 10.7001  0.380
H: 10.6387 8.5269 13.9901  0.282
C: 9.1937 13.6312 14.9258  -0.746
O: 15.3673 11.1959 14.2774  -0.322
H: 9.7564 8.8148 8.6971  0.097
O: 11.6646 6.6197 9.6518  -0.144
H: 12.9848 11.8136 16.9875  0.275
H: 14.1810 8.9128 11.3926  0.203
H: 13.5944 8.2955 16.2357  0.380
H: 17.6253 11.0017 15.9173  0.229
H: 17.4453 12.6021 16.7324  0.439
O: 12.7540 10.9999 8.5403  -0.461
H: 13.0443 13.6872 15.2867  0.159
Ba: 11.7171 11.0906 13.1816  1.077
C: 5.0979 5.3635 12.9357  -0.660
O: 9.4945 11.3425 11.6054  -0.208
H: 8.6384 8.8629 13.1542  -0.079
H: 11.6328 7.4383 12.4469  0.067
C: 8.2999 7.7888 15.0303  -0.845
H: 19.2967 9.5069 12.1920  0.325
O: 13.2333 10.3196 15.5166  -0.183
C: 18.8454 9.6691 13.1330  -0.784
H: 8.4444 7.5888 8.9130  0.397
H: 12.2137 12.9875 8.3933  0.313
H: 11.2462 9.4255 4.9318  0.278
O: 11.1269 6.7530 13.0267  -0.438
H: 10.4275 8.5633 6.4408  0.132
H: 10.9159 6.5087 10.2332  0.139
H: 4.6562 4.4517 13.1805  0.268
H: 8.8079 7.9104 10.9215  0.224
H: 11.4312 11.9778 7.2005  0.279
H: 13.5611 8.4258 14.4648  0.222
C: 12.2637 5.3383 9.2857  -0.916
O: 13.6512 11.9010 11.1200  -0.029
H: 10.6392 11.8866 9.9190  0.196
H: 8.8350 6.9689 14.4776  0.083
H: 7.1895 7.6850 14.9669  0.289
C: 13.1444 8.8964 15.4201  -0.522
H: 16.9006 12.7842 14.2303  0.364
H: 13.2600 5.2340 9.6983  0.340
O: 8.7553 6.2768 11.6114  -0.789
H: 12.3534 5.2917 8.2096  0.223
C: 11.2922 8.7530 5.7675  -0.505
H: 4.5790 5.7922 12.0905  0.301
O: 17.5472 10.1714 12.9800  -0.365
H: 14.9613 13.0165 12.2222  -0.105
H: 15.6539 11.4715 11.5260  0.130
O: 8.9078 8.7903 10.4964  -0.298
H: 15.3835 12.9358 15.2403  0.067
C: 8.7796 9.0061 14.2240  -0.133
C: 13.2494 15.0381 13.9537  -0.636
H: 6.4177 4.7024 11.7139  0.266
H: 18.8954 8.7007 13.6842  0.309
O: 12.4680 14.0355 14.5608  -0.208
O: 10.1848 9.2720 14.4375  -0.224
H: 12.9667 15.9715 14.5101  0.236
H: 8.1545 5.7409 12.1301  0.493
H: 11.3598 4.6857 13.2274  0.354
H: 14.3381 14.7992 14.0981  0.220
C: 9.7465 12.1044 10.3954  -0.689
C: 16.2012 12.2787 14.9526  -0.066
H: 12.8231 5.6109 13.5778  0.244
H: 14.1731 10.5238 15.4789  0.306
H: 5.0832 6.0869 13.7074  0.240
H: 16.0103 10.5067 13.9967  0.360
H: 8.8935 11.9696 9.6517  0.281
C: 12.3805 12.1307 7.7661  -0.824
C: 16.9199 11.8092 16.2470  -1.198
H: 12.4216 10.2120 8.1004  0.325
H: 9.1682 10.4573 11.3040  0.306
H: 13.3407 12.9964 17.9175  0.249
H: 11.5859 7.7901 5.3345  0.315
H: 13.0574 15.0371 12.8882  0.230
H: 13.1505 12.3481 7.0501  0.296
H: 7.9173 9.1454 8.8248  0.411
O: 6.4543 5.1757 12.5601  -0.527
O: 15.1718 8.8681 11.4160  -0.595
H: 16.1747 11.3953 16.9277  0.258
H: 19.3858 10.4071 13.7401  0.235
H: 9.6743 14.6325 14.8788  0.247
O: 12.9884 12.7640 17.0601  -0.572
H: 9.5160 6.4807 12.1440  0.212
H: 12.3430 5.4683 11.9563  0.068
C: 14.9855 12.2736 11.3254  -0.296
C: 8.7966 8.5854 9.1278  -0.850
O: 10.1231 12.5783 14.8551  -0.124
H: 8.4543 13.4649 14.1185  0.240
H: 12.0696 8.7027 15.5598  0.042
O: 12.1746 8.8495 11.8930  0.326
H: 8.6009 7.8878 16.0849  0.300
H: 8.7054 13.6018 15.9263  0.275
H: 11.9693 8.7477 10.9576  -0.295
H: 10.8184 12.7589 15.5459  0.161
H: 16.9757 9.5768 12.4554  0.190
H: 13.5797 11.4384 10.2606  0.140
H: 15.3910 12.8314 10.4911  0.354

Cartesian forces, eV/Å:
-0.101 0.084 -0.310
-0.733 -0.696 -0.601
2.721 1.200 -0.476
-0.348 0.022 -0.215
-0.333 0.518 0.102
-0.195 -0.924 -0.039
0.608 0.019 -0.160
0.015 -0.021 0.336
-0.816 0.732 0.769
2.004 0.806 1.237
0.021 0.155 -0.885
0.970 -0.592 -0.705
0.064 -0.823 -0.017
0.440 -0.180 0.340
0.265 0.893 -0.064
-0.409 0.642 0.692
0.396 0.569 0.177
-0.149 0.724 1.003
-1.095 0.185 -0.372
0.713 0.027 -0.518
0.758 1.123 -1.377
0.088 -0.546 -0.960
-0.270 -0.141 -0.070
-0.349 0.308 0.551
0.305 0.336 -1.101
0.784 0.056 -1.069
-0.117 -0.727 0.423
0.137 -0.611 1.619
0.551 -0.770 -0.134
0.132 0.335 0.505
-0.673 0.602 0.092
0.154 0.105 -0.492
0.115 0.608 -1.035
-0.313 -0.405 0.215
-0.836 -1.436 0.784
-0.142 0.438 0.190
0.565 -0.136 0.380
-0.715 1.057 0.870
-0.512 0.756 0.628
-0.756 -0.657 -0.368
1.986 -0.442 -0.685
-0.768 0.142 1.144
0.924 -0.074 -0.062
-0.727 -1.604 -0.081
-0.787 -0.722 0.539
0.317 0.346 0.193
-0.168 0.230 -1.310
-0.208 -0.093 -0.268
1.357 -1.101 1.631
-0.467 0.178 -0.228
-1.248 -0.159 -0.148
0.309 -1.389 -1.411
0.326 -0.839 0.388
0.187 -0.466 1.831
0.258 0.540 -0.083
-0.304 1.480 0.638
0.816 0.684 1.000
0.205 0.096 0.353
-0.249 0.530 -0.220
0.796 -1.663 0.779
0.148 -0.952 -0.468
0.656 -0.299 -1.151
-0.490 0.065 0.402
-0.944 -0.829 0.271
-0.824 0.511 -0.186
-3.937 0.652 0.638
-0.907 -0.633 -0.288
-0.940 0.053 0.074
0.588 0.597 -0.607
-0.122 0.437 1.029
-0.149 0.588 -0.042
1.032 -0.174 0.843
-0.843 -0.616 -0.635
-0.444 -1.525 -2.091
0.038 -0.093 -0.480
0.271 0.281 0.229
0.069 0.005 0.303
-0.068 0.039 0.106
-0.183 0.440 -0.139
0.413 0.258 -0.411
0.398 0.825 -0.821
0.323 -0.637 -0.590
-0.220 -0.358 -0.110
0.134 -0.074 0.067
0.062 -0.211 -0.399
-0.191 -0.608 -0.439
-0.149 0.695 -0.466
1.113 -0.035 0.991
-0.625 -0.284 0.148
0.053 2.617 1.648
-1.185 0.019 -0.128
1.503 -0.321 0.963
0.417 0.313 0.522
0.443 -0.254 -0.538
0.188 0.136 0.210
-0.034 -0.242 -0.460
-0.105 -0.016 -0.728
-0.074 -0.010 -0.052
-0.978 -0.147 -0.929
0.370 0.204 0.020
-0.260 0.067 0.160
-0.039 0.207 -0.412

Output
- energy (Eh) = -2029.34463
- net charge = +1
- LUMO level (Eh) = -0.0633



Entry 2:
This record from OMol25 describes a molecular structure, C16H7AsCdCl5N3S5. The level of theory is the ωB97M-V functional and the def2-TZVPD basis.

Last column: Mulliken charge in e.
Cartesian coordinates (Å):
Cl: 3.8988 -3.5341 -0.8731  -0.184
N: -1.4276 1.3843 1.1071  -0.367
C: 1.8344 -0.1381 -0.1669  -2.138
C: -2.3923 2.1180 0.6276  -0.397
S: -1.8724 0.1840 -2.2749  -0.693
C: -0.9424 -0.9397 1.7480  0.541
Cd: 0.1633 0.9829 -1.1071  0.544
C: 3.5289 -0.3966 1.5748  -0.283
C: 0.1680 -2.8155 1.4008  0.416
S: -3.9054 1.3431 0.5048  -0.037
C: 0.5447 -2.2002 2.6064  0.684
C: 0.7419 -4.0010 0.9557  -0.983
C: 1.7149 -4.5638 1.7610  -0.382
C: 2.4986 0.3166 0.9668  1.714
H: -3.7840 -0.9780 1.2804  0.415
S: -0.2153 3.2071 -2.1173  -0.661
N: -0.1729 -1.0297 2.7972  -0.743
C: -1.8926 0.1237 1.3930  -0.454
Cl: 1.4571 -2.0050 -2.0716  -0.129
C: 2.0992 -3.9667 2.9708  -0.457
As: -2.0415 2.2967 -3.0637  0.415
S: -1.8973 2.2824 -5.1680  -0.627
C: -3.2203 -0.0667 1.1669  -0.375
Cl: 2.0316 1.8426 1.6472  -0.185
H: -1.1585 -1.9932 -0.0676  0.257
H: 0.4645 -4.4446 0.0082  0.383
C: 2.2785 -1.3480 -0.6792  1.378
N: -0.8033 -1.9942 0.8782  0.121
H: 2.8780 -4.4308 3.5631  0.388
C: 3.9614 -1.5919 1.0080  0.499
H: -2.2554 3.1153 0.2343  0.619
Cl: 5.2669 -2.4737 1.7213  -0.206
C: 1.5238 -2.7868 3.4055  -0.562
Cl: 4.2888 0.1838 3.0174  -0.211
H: 2.2066 -5.4734 1.4396  0.384
C: 3.3396 -2.0724 -0.1390  -0.461
S: -3.7714 3.2636 -2.2621  -0.669
H: 1.8315 -2.3148 4.3296  0.444

Cartesian forces, eV/Å:
0.008 -0.023 -0.009
-0.042 -0.103 -0.033
-0.057 0.033 0.045
0.079 0.018 0.037
-0.086 -0.088 -0.043
-0.014 -0.057 -0.133
0.162 0.138 -0.029
0.043 0.015 0.032
-0.016 0.013 -0.010
-0.029 0.029 -0.009
-0.013 -0.003 0.012
0.011 0.013 0.004
-0.010 -0.014 0.003
-0.006 -0.031 -0.030
0.023 -0.018 0.030
-0.010 -0.059 0.012
-0.017 -0.006 0.008
0.001 0.162 0.093
0.005 0.008 0.013
-0.001 0.016 -0.006
-0.009 0.024 0.040
0.004 0.003 -0.001
-0.031 -0.051 0.005
-0.005 0.016 0.005
-0.041 0.074 -0.007
0.001 0.002 -0.002
-0.014 -0.035 -0.047
0.073 -0.090 0.016
0.007 -0.002 -0.001
-0.011 -0.041 0.002
-0.004 -0.004 -0.013
-0.010 0.005 -0.001
0.025 -0.017 0.009
-0.011 -0.008 -0.006
0.006 0.001 -0.002
-0.012 0.056 0.036
0.003 -0.005 -0.025
-0.003 0.028 0.005

Output
- energy (Eh) = -7473.82804
- net charge = -2
- energy relative to the best compared isomer or geometry (same formula, charge and spin) (kJ/mol) = 32.05
- LUMO level (Eh) = 0.1392



| no. | frontier orbital gap (eV) |
| --- | --- |
| 1 | 10.0 |
| 2 | 5.2 |